82
Properties=species:S:1:pos:R:3:forces:R:3 method="wB97M-V/def2-TZVPD" s2=0.76 lumo_energy_ev="-3.36 / -3.71" homo_lumo_gap_ev="7.02 / 6.45" spin_multiplicity=2 total_charge=+1 e_tot_ev=-73625.546 e_above_lowest_kj_mol=0.0
Re 0.7090 0.4517 0.0454 0.17 -0.33 0.02
O 3.1772 0.0147 -3.6059 -0.06 0.02 0.04
C 4.0441 1.0251 -3.3533 -0.03 -0.06 0.00
C 5.1432 1.1266 -4.2038 0.03 0.01 0.00
C 6.0846 2.1147 -4.0106 -0.01 0.00 0.00
C 5.9540 3.0269 -2.9632 0.00 0.00 0.00
C 4.8721 2.9302 -2.1190 0.01 0.01 -0.01
C 3.9023 1.9334 -2.2929 -0.03 0.02 0.03
C 2.7918 1.8539 -1.3370 -0.10 -0.20 -0.15
O 1.8371 0.9435 -1.5677 0.16 0.21 -0.02
N 2.7492 2.5939 -0.2832 -0.05 0.04 0.07
N 1.5387 2.3472 0.3735 0.03 0.00 0.09
C 0.9783 3.3457 0.9587 0.04 -0.09 0.06
C -0.4229 3.3401 1.2874 0.01 0.11 0.03
C -0.9645 4.2377 2.2196 0.07 -0.05 -0.03
C -2.3255 4.3453 2.3768 -0.11 -0.09 -0.09
C -3.1694 3.5863 1.5536 0.06 0.11 0.11
C -2.6600 2.7238 0.6081 0.03 -0.05 -0.04
C -1.2758 2.5661 0.4731 -0.10 -0.02 0.07
O -0.7940 1.7232 -0.4325 0.20 -0.04 -0.30
H 2.4262 0.1011 -2.9913 0.06 0.02 -0.05
H 5.2267 0.4155 -5.0142 0.00 0.00 0.00
H 6.9293 2.1819 -4.6836 0.00 0.00 0.00
H 6.6902 3.8048 -2.8190 0.01 0.00 0.00
H 4.7471 3.6239 -1.2992 0.00 0.01 0.00
H 1.5771 4.2451 1.0753 -0.01 0.00 -0.04
H -0.2933 4.8457 2.8143 0.00 0.00 0.01
H -2.7414 5.0218 3.1094 -0.01 0.01 0.00
H -4.2427 3.6794 1.6594 -0.01 0.00 0.01
H -3.3044 2.1339 -0.0312 0.00 0.00 0.00
O -3.4922 -1.3068 0.3685 -0.03 0.00 -0.04
C -3.7782 -0.7904 1.5876 0.01 0.00 0.05
C -5.0818 -0.8076 2.0787 0.01 0.00 0.00
C -5.3693 -0.2925 3.3268 -0.01 0.00 0.01
C -4.3575 0.2472 4.1143 -0.01 0.00 0.00
C -3.0674 0.2677 3.6304 -0.01 -0.01 0.00
C -2.7518 -0.2420 2.3650 -0.03 0.01 0.00
C -1.3664 -0.1070 1.8934 -0.05 -0.13 0.00
O -1.0399 -0.4128 0.6711 0.04 0.16 0.29
N -0.4561 0.3267 2.7346 -0.11 -0.08 -0.07
N 0.7345 0.3117 2.0662 -0.16 0.13 -0.05
C 1.8404 0.2437 2.7386 0.26 0.00 -0.15
C 2.9689 -0.1009 1.9241 -0.14 0.04 0.11
C 4.2700 -0.2820 2.3868 0.02 -0.01 0.02
C 5.2256 -0.7498 1.5146 -0.01 0.01 0.01
C 4.8593 -1.0450 0.2018 -0.02 -0.01 -0.02
C 3.5645 -0.8273 -0.2039 0.04 -0.01 0.00
N 2.6269 -0.3444 0.6341 -0.11 0.15 -0.06
H -4.3124 -1.5747 -0.0639 0.05 0.02 0.03
H -5.8688 -1.2357 1.4678 -0.01 0.00 0.00
H -6.3885 -0.3151 3.6893 0.00 0.00 0.00
H -4.5788 0.6513 5.0918 0.00 0.00 0.00
H -2.2693 0.6975 4.2189 0.00 0.00 0.00
H 1.8357 0.2949 3.8175 0.00 -0.02 0.00
H 4.5003 -0.0611 3.4196 0.01 0.01 0.00
H 6.2440 -0.8978 1.8461 0.00 0.00 0.00
H 5.5740 -1.4344 -0.5085 0.01 0.00 0.00
H 3.2467 -1.0356 -1.2142 -0.01 0.02 0.01
O 0.7657 -1.3665 -1.0962 -0.17 0.14 -0.03
S -0.0930 -2.3780 -1.8636 -0.01 -0.01 0.03
C -0.6172 -3.6144 -0.7023 0.06 -0.04 -0.01
C -1.0484 -4.8240 -1.2339 -0.01 -0.01 0.00
C -1.4265 -5.8395 -0.3698 0.01 -0.01 0.01
C -1.3321 -5.6519 1.0026 -0.01 0.00 -0.02
C -0.8526 -4.4546 1.5157 0.00 0.01 0.00
C -0.4860 -3.4243 0.6634 -0.04 -0.01 0.00
C -1.6163 -1.5560 -2.3112 0.02 0.01 0.00
C -2.8195 -2.2442 -2.3737 -0.01 -0.03 0.05
C -3.9429 -1.5862 -2.8467 0.00 0.02 -0.03
C -3.8629 -0.2558 -3.2408 -0.02 -0.03 0.01
C -2.6512 0.4131 -3.1862 0.02 0.02 0.01
C -1.5125 -0.2440 -2.7444 -0.01 0.01 0.00
H -1.0844 -4.9776 -2.3062 0.01 0.01 0.00
H -1.7716 -6.7831 -0.7696 -0.01 0.00 0.00
H -1.6146 -6.4510 1.6746 -0.01 0.00 0.00
H -0.7614 -4.3202 2.5853 0.01 0.00 0.00
H -0.0989 -2.4938 1.0466 0.00 0.02 0.01
H -2.8948 -3.2697 -2.0397 0.01 0.01 -0.01
H -4.8847 -2.1160 -2.9088 -0.01 -0.01 0.00
H -4.7457 0.2538 -3.6031 -0.01 0.00 0.00
H -2.5806 1.4472 -3.4950 0.00 0.00 -0.01
H -0.5645 0.2757 -2.7412 0.05 0.03 0.04

76
Properties=species:S:1:pos:R:3:forces:R:3 method="wB97M-V/def2-TZVPD" s2=0.81 lumo_energy_ev="-9.94 / -10.36" homo_lumo_gap_ev="6.92 / 6.45" spin_multiplicity=2 total_charge=+3 e_tot_ev=-72053.365 e_above_lowest_kj_mol=53.0
Tc -0.0089 -0.4785 0.9363 0.98 0.96 -0.64
C 1.2310 2.1974 1.8462 -0.04 -0.11 -0.05
C 2.0459 1.3843 2.8454 0.01 -0.08 0.02
C 2.6780 0.0813 2.3836 -0.03 0.10 -0.07
C 3.9836 -0.1690 2.7832 -0.02 -0.01 0.00
C 4.6166 -1.3489 2.4309 0.01 -0.01 0.01
C 3.9290 -2.2642 1.6514 0.00 0.00 -0.06
C 2.6399 -1.9593 1.2741 -0.06 -0.02 0.07
N 2.0094 -0.8298 1.6399 -0.16 -0.19 0.17
N -0.1203 1.6292 1.5665 -0.49 0.04 -0.12
C -1.0061 1.7998 2.7635 0.05 0.12 0.02
C -0.9091 0.6134 3.6523 -0.01 0.12 0.04
C -1.2702 0.6538 4.9877 -0.01 0.01 -0.04
C -1.0044 -0.4445 5.7845 0.00 -0.02 0.01
C -0.3284 -1.5238 5.2249 -0.02 0.03 -0.01
C -0.0202 -1.4970 3.8856 0.07 -0.14 -0.04
N -0.3605 -0.4648 3.0825 0.29 0.13 0.15
C -0.8127 2.3318 0.4481 0.01 0.08 0.16
C -2.0663 1.5535 0.1435 0.10 0.11 0.01
C -3.2160 2.1210 -0.3609 0.06 0.00 -0.04
C -4.3241 1.3100 -0.5750 0.01 0.03 0.00
C -4.2490 -0.0336 -0.2471 0.06 -0.13 0.02
C -3.0600 -0.5375 0.2467 -0.15 -0.03 -0.06
N -1.9812 0.2375 0.4255 -0.05 -0.37 0.29
H 1.7615 2.2548 0.9039 0.01 0.04 0.01
H 1.0979 3.2140 2.2251 -0.03 -0.02 0.04
H 1.4767 1.2004 3.7596 0.01 0.02 0.01
H 2.8643 2.0321 3.1590 0.02 -0.01 -0.01
H 4.5016 0.5676 3.3823 0.00 0.00 0.00
H 5.6298 -1.5456 2.7557 0.00 0.00 0.00
H 4.3735 -3.1993 1.3419 0.00 0.00 -0.01
H 2.0711 -2.6455 0.6661 -0.04 -0.07 0.06
H -2.0343 1.9565 2.4413 -0.02 -0.04 0.00
H -0.6992 2.6998 3.3002 -0.05 0.02 0.01
H -1.7240 1.5473 5.3960 0.00 0.00 -0.01
H -1.2770 -0.4449 6.8317 0.00 0.00 0.00
H -0.0369 -2.3776 5.8203 0.01 0.00 -0.01
H 0.5383 -2.3032 3.4372 -0.03 0.00 -0.01
H -0.1567 2.3755 -0.4166 0.01 0.03 0.00
H -1.0449 3.3604 0.7353 -0.04 0.01 0.00
H -3.2473 3.1787 -0.5862 0.00 0.00 0.01
H -5.2361 1.7286 -0.9789 0.00 0.01 0.00
H -5.0954 -0.6936 -0.3740 0.00 0.01 -0.01
H -2.9431 -1.5829 0.4951 0.03 -0.02 0.03
O -1.2175 1.5612 -6.6744 -0.04 -0.01 0.01
C -2.3333 0.7316 -6.4368 0.03 0.01 -0.01
N -1.8986 -0.2941 -5.5135 0.00 -0.01 0.06
C -1.8674 -0.0657 -4.1892 -0.02 0.02 -0.02
O -2.3503 0.9059 -3.6344 0.00 0.01 0.00
C -1.1668 -1.0986 -3.3256 -0.02 -0.02 0.01
C -0.7985 -2.3896 -3.6690 0.03 -0.04 0.02
C -0.1524 -3.1684 -2.7140 -0.05 0.06 -0.08
C 0.0861 -2.6442 -1.4604 0.16 0.02 0.08
N -0.2912 -1.4010 -1.1089 0.18 0.10 -0.18
C -0.8984 -0.6616 -2.0391 -0.09 -0.05 -0.12
H -1.4314 2.1896 -7.3741 0.02 0.00 -0.01
H -2.6765 0.2417 -7.3484 -0.01 0.00 0.00
H -3.1558 1.2745 -5.9727 0.00 0.00 0.01
H -1.3512 -1.0459 -5.8986 0.01 0.00 -0.02
H -1.0101 -2.8070 -4.6455 0.00 0.00 0.00
H 0.1629 -4.1782 -2.9372 0.00 0.00 0.02
H 0.6086 -3.2313 -0.7206 -0.05 -0.03 0.04
H -1.2211 0.3374 -1.7942 0.01 0.00 -0.03
O 0.3814 -4.5011 1.9155 0.24 -0.43 -0.29
S -0.7992 -3.7236 1.6385 0.11 0.77 0.32
N -0.5701 -2.2924 1.2731 -1.01 -0.85 0.05
C 2.7049 2.3601 -1.7043 0.04 0.01 -0.02
S 1.4818 1.0746 -1.8573 -0.04 -0.12 -0.08
C 2.4555 -0.1370 -2.7243 0.03 0.02 -0.06
O 1.3758 0.5257 -0.4072 0.00 -0.04 0.32
H 3.5697 1.9758 -1.1647 0.00 0.01 0.00
H 2.2587 3.2125 -1.1954 0.00 -0.01 0.00
H 2.9812 2.6618 -2.7161 0.00 0.00 0.01
H 2.6786 0.2765 -3.7097 0.01 -0.02 0.01
H 1.8585 -1.0391 -2.8381 -0.01 0.00 0.00
H 3.3704 -0.3351 -2.1675 -0.01 0.00 0.00

10
Properties=species:S:1:pos:R:3:forces:R:3 method="wB97M-V/def2-TZVPD" lumo_energy_ev="4.19 / 4.19" homo_lumo_gap_ev="6.50 / 6.50" total_charge=-1 e_tot_ev=-17084.153 e_above_lowest_kj_mol=288.2
C 1.2041 0.6074 -0.4167 0.39 1.34 2.99
C -0.2208 0.7018 0.0619 -0.88 -1.14 -0.05
O -2.3369 -1.4553 1.2669 -0.08 0.15 0.29
O -1.1135 -2.5352 -0.5222 0.34 0.23 -0.27
S -1.0136 -1.7168 0.6936 0.22 1.29 -0.21
H 1.6214 1.7257 -0.2393 0.14 -2.63 -0.31
H 1.6637 -0.2382 0.2645 -0.02 1.87 -1.38
H 1.3152 0.3888 -1.4331 0.26 -0.60 -1.54
H -0.9426 1.1803 -0.6090 0.09 -0.29 -0.30
H -0.1770 1.3416 0.9334 -0.47 -0.21 0.78

71
Properties=species:S:1:pos:R:3:forces:R:3 method="wB97M-V/def2-TZVPD" s2=8.76 lumo_energy_ev="-5.52 / -8.45" homo_lumo_gap_ev="8.09 / 5.15" spin_multiplicity=6 total_charge=+2 e_tot_ev=-99373.933 e_above_lowest_kj_mol=11.0
Ir -0.2849 0.1709 -0.9419 0.06 0.31 -0.17
C 1.0295 4.1109 -2.9588 0.01 -0.01 -0.01
C 0.2386 3.3633 -1.9355 -0.02 0.06 0.04
O 0.5959 2.2314 -1.5601 -0.07 -0.07 0.02
N -0.8550 3.9431 -1.4341 0.02 0.01 0.01
C -1.7184 3.2593 -0.4857 -0.03 -0.01 0.06
C -2.6331 2.3094 -1.2155 -0.01 0.08 0.03
C -3.9703 2.6023 -1.3923 0.05 0.05 -0.07
C -4.7429 1.8055 -2.2284 0.03 -0.05 -0.03
C -4.1365 0.7549 -2.8923 0.04 0.03 0.03
C -2.8017 0.4969 -2.6397 -0.04 -0.02 -0.22
N -2.0665 1.2340 -1.7995 -0.04 -0.20 0.14
H 2.0598 3.7675 -2.9380 0.00 0.01 0.01
H 0.9892 5.1870 -2.8035 -0.01 0.01 0.00
H 0.6149 3.8848 -3.9435 0.01 0.00 -0.01
H -1.1351 4.8414 -1.7956 0.01 0.02 0.04
H -2.2988 4.0094 0.0476 -0.01 -0.04 0.00
H -1.0899 2.7379 0.2422 0.00 0.02 -0.04
H -4.3974 3.4666 -0.9022 0.00 0.00 0.01
H -5.7930 2.0205 -2.3729 0.00 0.00 -0.01
H -4.6768 0.1229 -3.5811 -0.01 -0.02 0.00
H -2.3045 -0.3337 -3.1174 -0.01 -0.04 0.00
F -4.1941 -4.1617 0.0383 0.02 0.02 0.01
C -3.7521 -2.9560 0.3119 0.02 -0.04 -0.02
F -4.7450 -2.0796 0.2750 0.02 0.04 -0.03
F -3.2012 -2.9384 1.5289 0.01 0.00 -0.01
S -2.4791 -2.4594 -0.9326 -0.04 -0.07 0.26
O -2.0693 -1.1230 -0.4200 0.02 0.12 0.06
O -3.1067 -2.4558 -2.2057 -0.06 -0.01 -0.11
N -1.3906 -3.5438 -0.7439 -0.05 -0.03 -0.12
S 0.1365 -3.3104 -0.5153 0.06 -0.03 0.20
O 0.4228 -1.9268 -0.0979 -0.01 0.05 0.11
O 0.9781 -3.8760 -1.5012 0.01 -0.03 -0.10
C 0.4325 -4.2477 1.0493 0.05 -0.01 -0.03
F 0.0288 -5.4896 0.9322 0.00 0.00 -0.01
F 1.7275 -4.2025 1.3303 -0.03 0.03 -0.02
F -0.2360 -3.6524 2.0539 -0.05 0.00 0.01
Cl 7.8143 -1.3277 -2.8146 0.00 0.00 0.00
C 6.1754 -0.9892 -2.4299 -0.02 -0.01 -0.01
C 5.8915 -0.1474 -1.3556 0.00 -0.07 -0.08
C 4.5756 0.1165 -1.0429 -0.05 -0.03 0.00
C 3.5511 -0.4446 -1.8101 -0.02 0.03 0.00
C 3.8482 -1.2822 -2.8885 -0.01 0.05 0.02
C 5.1636 -1.5622 -3.1964 0.06 0.06 0.08
C 2.1651 -0.1710 -1.4809 0.00 -0.10 -0.07
O 1.2105 -0.4284 -2.3111 0.07 -0.09 -0.07
O 1.7843 0.3095 -0.3618 0.05 -0.03 0.01
H 6.7005 0.2852 -0.7855 0.01 0.00 0.00
H 4.3343 0.7668 -0.2132 -0.02 0.01 0.01
H 3.0483 -1.7208 -3.4686 -0.02 0.00 0.00
H 5.4149 -2.2161 -4.0185 0.02 -0.01 -0.01
C -0.0565 1.5243 2.8700 -0.02 0.09 -0.12
C 0.1051 1.3022 4.4665 0.02 0.01 0.00
N -0.0191 -0.1019 4.6662 0.00 -0.06 0.22
C -1.2733 -0.6169 4.2391 0.00 -0.02 -0.04
C -1.2441 -0.5048 2.6203 -0.09 -0.09 -0.16
N -0.0704 0.2313 2.2424 -0.04 0.05 0.40
C 1.1296 -0.4895 2.5715 0.14 -0.06 -0.21
C 1.0837 -0.8403 4.1507 0.01 0.01 -0.03
H 0.7830 2.1167 2.5102 -0.01 0.00 0.01
H -0.9948 2.0443 2.6806 0.02 0.00 0.00
H -0.6815 1.8381 4.9924 0.01 0.02 -0.01
H 1.0839 1.6423 4.7955 -0.01 0.03 0.00
H -2.0880 -0.0225 4.6449 -0.01 -0.02 0.00
H -1.3812 -1.6623 4.5192 -0.02 0.01 0.00
H -2.1478 0.0062 2.2919 0.00 0.00 0.00
H -1.2093 -1.5020 2.1921 -0.01 0.02 0.00
H 1.9961 0.1317 2.3572 0.00 -0.03 -0.01
H 1.1952 -1.4142 2.0050 -0.01 0.04 0.04
H 2.0161 -0.5282 4.6154 0.01 -0.01 -0.01
H 0.9204 -1.9059 4.2915 0.03 0.00 0.00

6
Properties=species:S:1:pos:R:3:forces:R:3 method="wB97M-V/def2-TZVPD" lumo_energy_ev=-5.30 homo_lumo_gap_ev=5.74 total_charge=+1 e_tot_ev=-21752.022 e_above_lowest_kj_mol=14.3
H -0.9778 0.0035 -1.0926 0.53 -0.29 0.80
O 0.8382 0.0492 0.2492 2.17 0.86 -0.09
C -0.4552 -0.3459 0.3838 -1.52 1.12 -1.96
Li 0.9049 -1.6157 1.1576 -0.30 0.24 -0.37
Ca 0.7633 1.3876 -1.4150 -0.94 -1.60 1.32
H -1.0734 0.5213 0.7171 0.06 -0.33 0.29

54
Properties=species:S:1:pos:R:3:forces:R:3 method="wB97M-V/def2-TZVPD" lumo_energy_ev=-14.85 homo_lumo_gap_ev=4.13 total_charge=+3 e_tot_ev=-30873.045 e_above_lowest_kj_mol=0.0
Tl 17.3568 -24.7843 25.3052 -0.39 0.32 -1.31
C 18.8791 -29.7348 26.3639 -0.36 -0.31 -0.47
O 18.6180 -29.1298 27.6226 -0.53 -0.13 -0.27
C 19.4720 -28.1525 27.9852 0.45 1.03 1.26
C 19.2348 -26.7648 27.2047 1.40 0.28 -1.01
N 17.8677 -26.3510 27.2673 -0.13 -0.98 0.21
C 17.3910 -25.9128 28.5890 -0.79 0.47 0.66
C 15.8784 -25.5857 28.6182 1.20 -0.94 0.81
O 15.6947 -24.7876 27.5238 -0.57 1.25 -1.71
C 14.3488 -24.3021 27.3597 -0.38 0.08 0.53
H 18.2745 -30.6357 26.2955 0.11 -0.07 0.22
H 19.9326 -29.9788 26.2320 0.04 0.05 0.05
H 18.5221 -29.0842 25.5477 0.32 0.00 0.23
H 20.5359 -28.4075 27.8987 -0.04 0.14 -0.48
H 19.3128 -27.8836 29.0370 -0.12 -0.34 -0.07
H 19.5265 -26.9301 26.1602 -0.19 -0.24 0.10
H 19.9020 -25.9778 27.5564 -0.03 -0.17 0.44
H 17.3404 -27.2055 27.0308 -0.40 0.44 -0.38
H 17.9467 -25.0469 28.9481 0.27 -0.11 -0.26
H 17.5232 -26.7443 29.3060 0.24 0.05 -0.37
H 15.6806 -25.0794 29.5689 -0.02 0.13 -0.09
H 15.2787 -26.5059 28.6174 -0.07 0.09 -0.31
H 13.6746 -25.1592 27.3901 -0.13 0.10 -0.24
H 14.2863 -23.7473 26.4312 0.05 -0.20 -0.14
H 14.0808 -23.6223 28.1710 0.16 -0.07 0.08
C 17.2682 -23.9221 20.2678 0.55 -0.03 -0.39
C 17.1070 -24.6239 21.6207 -0.04 0.54 -0.26
C 18.0492 -25.7915 21.7674 0.28 0.16 -0.17
O 17.7555 -26.3749 23.0174 -0.36 -0.59 1.14
C 18.1303 -27.7569 23.1370 0.39 0.01 -0.49
N 17.2992 -23.5950 22.6658 -0.37 -0.37 -0.11
H 17.2045 -24.6375 19.4407 -0.18 -0.11 0.19
H 18.2683 -23.4862 20.1816 -0.06 0.08 0.05
H 16.5330 -23.1423 20.0787 -0.08 -0.02 0.17
H 16.0789 -24.9631 21.7400 0.08 -0.23 -0.03
H 19.1202 -25.5542 21.7233 -0.13 0.36 -0.05
H 17.8665 -26.4590 20.9173 -0.20 -0.26 0.33
H 19.2201 -27.8500 23.1589 -0.04 -0.03 0.05
H 17.7577 -28.3071 22.2715 -0.07 -0.05 0.09
H 17.6991 -28.1818 24.0403 -0.15 0.23 -0.06
H 18.1415 -23.0499 22.4742 0.12 -0.18 0.48
H 16.5036 -22.9695 22.5228 0.07 0.09 0.81
C 14.0494 -25.4330 23.5581 -0.63 0.25 -0.30
O 14.8191 -24.2742 23.9684 0.27 -0.43 0.06
H 13.2953 -25.7036 24.2979 0.21 -0.04 0.16
H 13.5053 -25.1814 22.6446 0.11 -0.12 -0.03
H 14.7117 -26.2684 23.3477 0.17 0.07 0.15
H 14.2514 -23.5069 23.8198 0.06 0.08 0.28
C 19.2239 -21.4451 24.6232 -0.60 0.67 -0.25
O 19.3669 -22.8813 24.5429 0.15 -0.03 0.04
H 20.0607 -20.9243 24.1613 0.23 -0.20 0.20
H 18.3422 -21.1284 24.0555 -0.06 -0.12 0.14
H 19.1092 -21.1172 25.6517 0.12 -0.14 0.08
H 20.1314 -23.0156 23.9705 0.10 -0.45 0.26